Arrangement 1

Entry from the OMol25 dataset: 2 unconnected molecules or ions with the total composition C3H11NS (wB97M-V/def2-TZVPD).

Structure (XYZ):
```
16
Properties=species:S:1:pos:R:3:lowdin_charge:R:1
C 0.4846 1.7667 0.9904 -0.16
N 0.1949 0.8728 -0.1254 -0.21
C 0.8077 1.3568 -1.3603 -0.14
H 1.5470 1.7963 1.2309 0.08
H 0.2107 2.8102 0.7571 0.07
H -0.1873 1.5087 1.8100 0.07
H -0.8037 0.7779 -0.2379 0.09
H 0.2883 2.2378 -1.7632 0.07
H 0.7521 0.6070 -2.1541 0.07
H 1.8513 1.5786 -1.1615 0.07
C -1.3194 -2.7932 0.3193 -0.48
S 0.4763 -2.6043 0.0466 0.60
H -1.7696 -1.9267 0.7934 0.02
H -1.6806 -2.8234 -0.6950 0.00
H -1.5950 -3.6963 0.8478 0.02
H 0.7428 -1.4688 0.7017 -0.19
```

As for the net charge: 0. The SMILES is CNC.CS. The orbital gap comes out at 9.43 eV.

=====

Arrangement 2

Entry from the OMol25 dataset: 2 unconnected molecules or ions with the total composition C3H11NS (wB97M-V/def2-TZVPD).

Structure (XYZ):
```
16
Properties=species:S:1:pos:R:3:lowdin_charge:R:1
C 1.9894 1.5450 2.3768 -0.21
N 2.7529 0.7882 3.4128 -0.18
C 4.0066 0.2816 2.6374 -0.16
H 2.4097 2.5886 2.1545 0.09
H 0.9256 1.7223 2.4725 0.04
H 2.0745 0.9829 1.3084 0.09
H 2.2614 -0.1896 3.6098 0.13
H 4.4814 -0.3881 3.3558 0.06
H 3.7470 -0.0861 1.6835 0.02
H 4.8611 1.0661 2.4137 0.11
C -4.7982 -1.8992 -4.2396 -0.53
S -5.8147 -0.4290 -4.2092 0.61
H -5.4029 -2.6656 -3.6058 0.05
H -3.8789 -1.6178 -3.5888 0.05
H -4.6336 -2.2084 -5.2836 0.02
H -4.9812 0.5091 -4.4981 -0.20
```

As for the net charge: 0. The SMILES is CNC.CS. The orbital gap comes out at 10.09 eV.

=====

If we sort the structures by their calculated energies, the order from most to least stable is arrangement 1, arrangement 2.

=====

Arrangement 1

Entry from the OMol25 dataset: 2 unconnected molecules or ions with the total composition C3H11NS (wB97M-V/def2-TZVPD).

Structure (XYZ):
```
16
Properties=species:S:1:pos:R:3:lowdin_charge:R:1
C -0.2486 -0.0174 4.0845 -0.43
S 1.0911 -0.7157 3.0658 0.69
C 1.5148 -2.1900 4.0111 -0.45
H -0.0584 -0.2216 5.1407 0.03
H -1.1723 -0.5057 3.6828 0.04
H -0.4483 1.0375 3.8619 0.03
H 2.1149 -1.9089 4.8958 0.04
H 0.5490 -2.5867 4.3647 0.03
H 1.9022 -3.0087 3.4225 0.03
C -0.9666 0.9078 -5.2349 -0.18
N -0.5832 2.3895 -5.3497 -0.06
H -1.8491 0.8790 -5.9093 0.07
H -1.2816 0.5477 -4.2621 0.05
H -0.1972 0.1353 -5.3173 0.05
H -0.4804 2.7145 -4.4091 0.03
H 0.1135 2.5434 -6.0475 0.04
```

As for the net charge: 0. The SMILES is CSC.CN. The orbital gap comes out at 9.39 eV.

=====

Arrangement 2

Entry from the OMol25 dataset: 2 unconnected molecules or ions with the total composition C3H11NS (wB97M-V/def2-TZVPD).

Structure (XYZ):
```
16
Properties=species:S:1:pos:R:3:lowdin_charge:R:1
C 3.4792 -0.5274 -1.4727 -0.15
C 2.8551 -1.1684 -2.7200 -0.28
N 2.0904 -2.5042 -2.2989 -0.01
H 3.8389 -1.3114 -0.7201 0.07
H 3.2769 0.3620 -0.8519 0.06
H 4.6203 -0.3340 -1.7475 0.09
H 3.6598 -1.6318 -3.2901 0.08
H 2.4573 -0.3300 -3.3484 0.11
H 2.2682 -2.9863 -3.2107 0.06
H 2.7529 -2.9342 -1.7709 -0.02
C -5.0926 2.6755 3.7363 -0.40
S -6.1436 1.0316 3.9152 0.58
H -4.4652 2.5342 2.8981 -0.01
H -4.5995 2.8123 4.6672 -0.01
H -5.4557 3.6888 3.3918 0.05
H -5.5424 0.6232 2.8226 -0.21
```

As for the net charge: 0. The SMILES is CCN.CS. The orbital gap comes out at 10.17 eV.

=====

If we sort the structures by their calculated energies, the order from most to least stable is arrangement 1, arrangement 2.

=====

Arrangement 1

Entry from the OMol25 dataset: a single C10H12N2 molecule (wB97M-V/def2-TZVPD).

Structure (XYZ):
```
24
Properties=species:S:1:pos:R:3:lowdin_charge:R:1
C 3.0272 -0.1631 -0.7389 -0.01
C 1.6583 -0.0543 -0.0327 -0.64
C 1.5341 -0.9354 1.2640 -0.05
C 1.3522 1.2654 0.5592 -0.21
N 1.1696 2.3875 0.8581 0.18
N 0.6339 -0.3053 -0.9683 0.02
C -0.7339 -0.1325 -0.5369 -0.24
C -1.4181 -1.2412 -0.1039 -0.02
C -2.7472 -0.9764 0.3572 -0.06
C -3.3467 0.3083 0.1796 -0.09
C -2.5576 1.4057 -0.1938 -0.08
C -1.2205 1.2344 -0.5260 -0.02
H 3.8481 0.1748 -0.1364 0.07
H 3.0683 -1.1838 -1.2367 0.11
H 2.7995 0.7233 -1.5121 0.13
H 0.7663 -0.4617 2.0182 0.12
H 2.6014 -1.0541 1.7417 0.10
H 1.2822 -2.0642 0.8796 0.12
H 0.9056 0.1395 -1.8198 0.11
H -0.9437 -2.1648 0.0344 0.09
H -3.5309 -1.6822 0.7254 0.11
H -4.4005 0.3927 0.3697 0.09
H -3.0457 2.3647 -0.2509 0.10
H -0.7019 2.0228 -0.9307 0.07
```

As for the net charge: 0. The SMILES is CC(C)(C#N)Nc1ccccc1. The orbital gap comes out at 9.95 eV.

=====

Arrangement 2

Entry from the OMol25 dataset: a molecular structure, C10H12N2 (wB97M-V/def2-TZVPD).

Structure (XYZ):
```
24
Properties=species:S:1:pos:R:3:lowdin_charge:R:1
C 0.2218 2.4996 -0.0999 -0.30
N 0.6891 3.4111 0.5284 0.09
C 0.1119 1.2886 -2.8380 -0.07
N 0.2157 0.2762 -1.7535 -0.22
C -0.2145 -1.1123 -2.0101 -0.03
C 0.2271 0.8673 -0.4867 -0.14
C 0.1829 0.0400 0.7765 -0.18
C 0.8496 -1.1871 0.8637 -0.05
C 0.6683 -2.0427 1.9607 -0.07
C -0.1148 -1.5602 3.0103 -0.10
C -0.7212 -0.2948 3.0589 -0.06
C -0.5697 0.5243 1.9053 -0.02
H 0.0455 0.7598 -3.7726 0.07
H -0.7658 1.9645 -2.7361 0.09
H 0.9951 1.9389 -2.8241 0.10
H -0.6256 -1.0893 -3.0384 0.10
H 0.6483 -1.7236 -1.9495 0.07
H -0.9329 -1.3850 -1.3202 0.07
H -0.8133 1.9251 -0.8755 0.16
H 1.5037 -1.4686 0.0280 0.11
H 1.0738 -3.0046 1.9411 0.08
H -0.2763 -2.2045 3.8973 0.11
H -1.3201 0.0615 3.8660 0.09
H -1.0785 1.5158 1.8686 0.12
```

As for the net charge: 0. The orbital gap comes out at 7.59 eV.

=====

If we sort the structures by their calculated energies, the order from most to least stable is arrangement 1, arrangement 2.

=====

Arrangement 1

Entry from the OMol25 dataset: 2 unconnected molecules or ions with the total composition C3H2N2 (wB97M-V/def2-TZVPD).

Structure (XYZ):
```
7
Properties=species:S:1:pos:R:3:lowdin_charge:R:1
C 1.0135 0.6938 0.5355 -0.31
C 1.2047 0.5621 1.7526 0.07
C 0.4899 0.6870 -0.6901 0.03
N -1.5960 -1.1714 0.0367 0.03
N -1.6398 -1.9861 0.7708 0.05
H -0.3183 1.2516 -0.8540 0.01
H 0.8461 -0.0371 -1.5515 0.12
```

As for the net charge: 0. The orbital gap comes out at 8.53 eV.

=====

Arrangement 2

Entry from the OMol25 dataset: 2 unconnected molecules or ions with the total composition C3H2N2 (wB97M-V/def2-TZVPD).

Structure (XYZ):
```
7
Properties=species:S:1:pos:R:3:lowdin_charge:R:1
C 0.4722 -0.4760 0.3956 -0.24
C -0.5368 -1.0916 0.8870 0.05
C 1.3924 0.1668 -0.3482 0.10
N -2.5033 -0.0374 0.5284 -0.03
N -2.1779 0.6696 -0.2565 0.03
H 1.2133 1.1883 -0.5135 0.06
H 2.1401 -0.4196 -0.6929 0.03
```

As for the net charge: 0. The orbital gap comes out at 8.01 eV.

=====

Arrangement 3

Entry from the OMol25 dataset: a molecular structure, C3H2N2 (wB97M-V/def2-TZVPD).

Structure (XYZ):
```
7
Properties=species:S:1:pos:R:3:lowdin_charge:R:1
C 1.2246 -0.2489 0.2816 -0.32
C -1.4003 -0.2427 0.3688 -0.20
C -0.0659 0.1773 -0.2040 -0.19
N 2.3037 -0.6407 0.4895 0.14
N -2.4936 -0.6050 0.6141 0.15
H 0.4168 0.2042 -1.5630 0.26
H 0.0148 1.3557 0.0130 0.15
```

As for the net charge: 0. The orbital gap comes out at 11.22 eV.

=====

If we sort the structures by their calculated energies, the order from most to least stable is arrangement 3, arrangement 1, arrangement 2.

=====

Arrangement 1

Entry from the OMol25 dataset: a molecular structure, C6H15N3 (wB97M-V/def2-TZVPD).

Structure (XYZ):
```
24
Properties=species:S:1:pos:R:3:lowdin_charge:R:1
C 0.5507 -0.3162 -1.0571 -0.47
C 1.5579 -1.1493 -1.8147 -0.03
C -0.7479 -0.0849 -1.7983 -0.02
C -0.4199 2.2599 1.0564 -0.14
N 1.0285 0.7310 -0.3285 0.01
C 0.2884 0.9368 0.9451 -0.34
N -0.0072 -1.3666 0.3596 0.11
N -0.7344 -0.6112 2.5665 0.04
C -0.6181 -0.2374 1.1699 -0.47
H 2.0271 0.6745 -0.1746 0.11
H -0.6619 -2.1224 0.1879 0.13
H 0.7976 -1.7276 0.8654 0.13
H -1.6867 -0.5841 2.9075 0.06
H -0.1302 -0.0113 3.1155 0.06
H -1.6538 -0.1628 0.7617 0.13
H 1.0966 -2.0479 -2.2261 0.08
H 2.3925 -1.4445 -1.1761 0.08
H 1.9536 -0.5626 -2.6473 0.09
H -1.3980 0.6007 -1.2610 0.07
H -1.2818 -1.0202 -1.9869 0.09
H -0.5080 0.3695 -2.7623 0.09
H -1.2412 2.4081 0.3176 0.06
H -0.8728 2.3695 2.0467 0.06
H 0.2689 3.0990 0.9332 0.06
```

As for the net charge: 0. The orbital gap comes out at 6.23 eV.

=====

Arrangement 2

Entry from the OMol25 dataset: 2 unconnected molecules or ions with the total composition C6H15N3 (wB97M-V/def2-TZVPD).

Structure (XYZ):
```
24
Properties=species:S:1:pos:R:3:lowdin_charge:R:1
H 0.1348 -2.1744 0.2404 0.05
N -0.8703 -1.8313 0.5665 0.11
C -0.8336 -0.5984 0.8161 -0.50
N 0.3496 0.1374 0.9851 0.10
C -2.0659 0.2828 0.6756 -0.40
C -2.1870 0.7743 -0.7669 -0.06
N -1.9351 1.4384 1.5714 0.02
H 1.0910 -0.3055 1.5031 0.11
H 0.2197 1.1231 1.1678 0.08
H -2.9317 -0.3547 0.9031 0.13
H -3.1047 1.3452 -0.9027 0.07
H -1.3442 1.4156 -1.0183 0.07
H -2.1903 -0.0756 -1.4433 0.08
H -2.6818 2.1022 1.3917 0.07
H -2.0252 1.1422 2.5401 0.08
C 1.5924 -1.7226 -1.0720 -0.07
C 1.7056 -0.3692 -1.0384 -0.27
C 2.9357 0.3482 -0.5746 -0.12
H 0.9400 -2.1887 -1.7942 0.06
H 2.3948 -2.3325 -0.6780 0.06
H 1.0513 0.2207 -1.6697 0.10
H 3.5543 -0.2955 0.0508 0.07
H 2.6769 1.2490 -0.0165 0.06
H 3.5236 0.6691 -1.4369 0.08
```

As for the net charge: 0. The SMILES is [H]/N=C(\N)[C@H](C)N.C=CC. The orbital gap comes out at 9.32 eV.

=====

Arrangement 3

Entry from the OMol25 dataset: a molecular structure, C6H15N3 (wB97M-V/def2-TZVPD).

Structure (XYZ):
```
24
Properties=species:S:1:pos:R:3:lowdin_charge:R:1
C 0.9734 0.2674 -0.4464 -0.55
C 2.3183 -0.1214 -1.0389 -0.04
C 0.7688 1.7775 -0.4210 -0.02
C -1.0929 0.4924 2.3007 -0.12
N 0.7607 -0.3400 0.8076 0.00
C -0.6429 -0.4255 1.1992 -0.37
N -0.2394 -0.3678 -1.3431 0.09
N -1.9521 -1.9859 -0.0817 0.04
C -1.5406 -0.6494 0.1218 -0.23
H 1.1438 -1.2802 0.8077 0.10
H -0.8222 0.2870 -1.8592 0.09
H 0.1138 -1.0280 -2.0323 0.09
H -2.7526 -2.1118 -0.6873 0.06
H -1.1677 -2.5672 -0.3520 0.08
H -2.3970 0.0332 0.0132 0.12
H 2.5009 0.4009 -1.9772 0.08
H 2.3645 -1.1972 -1.2100 0.08
H 3.1067 0.1424 -0.3323 0.09
H -0.1695 2.0506 0.0534 0.07
H 0.7691 2.1827 -1.4342 0.08
H 1.5885 2.2326 0.1344 0.09
H -1.4339 1.4751 1.9495 0.05
H -1.9278 0.0356 2.8317 0.06
H -0.2698 0.6971 2.9966 0.07
```

As for the net charge: 0. The orbital gap (spin up / spin down) comes out at 6.47 / 6.46 eV.

=====

If we sort the structures by their calculated energies, the order from most to least stable is arrangement 2, arrangement 1, arrangement 3.